1.
The following is a DFT calculation (ωB97M-V with the def2-TZVPD basis set) of a molecular structure, CHBrINO2 in a non-equilibrium geometry.

Each line ends with the natural charge from an NBO analysis.
Geometry (Å):
C (0.083903, 0.878746, -0.101049)  -0.529
N (3.638942, 0.345198, -1.278439)  0.515
O (4.053406, 1.355374, -1.761127)  -0.282
O (3.873473, -0.796762, -1.375368)  -0.279
Br (-0.564041, 2.552488, 0.354796)  0.132
I (1.770832, 0.156652, 0.909089)  0.232
H (-0.741587, 0.100964, -0.176536)  0.212

Atomic forces in eV per Å
C -0.8 -1.5 0.7
N -0.2 1.6 -0.1
O 0.1 -0.6 0.0
O 0.7 -1.1 -0.5
Br 0.0 0.2 -0.1
I -1.0 0.3 0.2
H 1.3 1.1 -0.1

Output
Total energy in hartree: -3115.4414
Relative energy (zero: lowest compared OMol25 entry of this formula, charge and spin) in eV: 2.234
LUMO level (alpha / beta) in eV: -1.2 / -1.3
F_max in eV/Å: 1.9
HOMO (alpha / beta) in eV: -9.393 / -8.720
Molecular weight in u: 265.8
Spin multiplicity: 1

---

2.
The following is a DFT calculation (ωB97M-V with the def2-TZVPD basis set) of a molecular structure, C10H46BN2O12Y in a non-equilibrium geometry.

Each line ends with the Mulliken charge.
Geometry (Å):
Y (1.305188, -0.084400, 4.952475)  1.330
B (2.888598, -3.399650, 5.498625)  0.397
H (3.479228, -3.721440, 6.342335)  -0.137
H (1.946658, -2.966030, 5.796845)  -0.440
H (3.433198, -2.685470, 4.900615)  -0.289
H (2.735038, -4.282350, 4.897375)  -0.166
O (-0.259512, 1.559830, 2.427595)  -0.665
C (-0.836452, 1.030370, 1.237485)  -0.267
C (-0.593492, -0.577640, 1.150395)  -0.214
O (0.325978, -1.236430, 1.945475)  -0.526
H (-0.398202, 1.551420, 0.386285)  0.227
H (-1.910762, 1.196770, 1.316715)  0.250
H (-0.269192, -0.791400, 0.131945)  0.176
H (-1.556592, -1.080920, 1.235525)  0.245
C (6.440998, -1.553200, -1.219225)  -1.325
C (5.238248, -0.952890, -0.405695)  0.167
C (4.397868, 0.104340, -1.160675)  -0.537
O (5.256828, 1.147570, -1.538655)  -0.325
C (4.635448, 2.077880, -2.397505)  -0.719
N (4.513858, -2.139000, 0.023385)  -0.652
H (7.065118, -0.700350, -1.486105)  0.335
H (6.101428, -2.095800, -2.101485)  0.362
H (7.042298, -2.217860, -0.598935)  0.360
H (5.657718, -0.455480, 0.468785)  0.330
H (3.481708, 0.395650, -0.646955)  0.435
H (4.135578, -0.519690, -2.015015)  0.241
H (4.341478, 1.610140, -3.337135)  0.306
H (5.295928, 2.904040, -2.660795)  0.255
H (3.827408, 2.528090, -1.820895)  0.273
H (4.297408, -2.626310, -0.834395)  0.302
H (3.600068, -1.883740, 0.369705)  0.198
C (-3.192522, 0.690490, -6.191645)  -1.332
C (-2.846662, 1.257270, -4.767955)  0.770
C (-3.851142, 0.856440, -3.595365)  -0.714
O (-5.087662, 1.465010, -3.939085)  -0.331
C (-5.258032, 2.677390, -3.233035)  -0.711
N (-1.447432, 1.035580, -4.518715)  -0.779
H (-3.008022, 1.553240, -6.831745)  0.315
H (-4.239552, 0.407120, -6.299045)  0.318
H (-2.551492, -0.156890, -6.434815)  0.384
H (-2.911812, 2.345310, -4.773905)  0.134
H (-3.387322, 0.990740, -2.618155)  0.289
H (-4.065992, -0.210390, -3.533615)  0.304
H (-4.659052, 3.516120, -3.587795)  0.289
H (-5.220782, 2.527800, -2.153995)  0.296
H (-6.226972, 2.857110, -3.698815)  0.254
H (-1.231172, 1.554540, -3.679665)  0.245
H (-1.023952, 1.571040, -5.263045)  0.277
O (-4.869032, 0.428110, 4.388555)  -0.622
H (-4.825132, 1.368810, 4.217105)  0.330
H (-3.990042, 0.197740, 4.689435)  0.295
O (2.131828, 2.828830, 6.181895)  -0.552
H (2.194488, 3.201770, 7.061225)  0.305
H (2.023958, 3.586520, 5.606995)  0.324
O (2.650398, 5.215850, 2.179045)  -0.633
H (2.422868, 5.867740, 1.516095)  0.315
H (2.133888, 4.444800, 1.944635)  0.322
O (-3.031292, -4.870460, 1.718795)  -0.635
H (-2.200082, -4.403830, 1.805895)  0.298
H (-3.697792, -4.185540, 1.772545)  0.341
O (0.825548, -5.458840, 1.367475)  -0.613
H (0.914898, -4.571990, 1.716375)  0.316
H (1.158158, -5.399050, 0.471915)  0.292
O (-5.855532, -2.142420, 1.701315)  -0.650
H (-6.481122, -2.593160, 2.268505)  0.318
H (-5.597352, -1.366020, 2.198075)  0.328
O (-3.039172, 4.164930, 3.673955)  -0.655
H (-3.368582, 4.564300, 2.868835)  0.318
H (-2.371622, 3.545600, 3.378925)  0.333
O (-1.200982, -3.249970, -2.961975)  -0.615
H (-0.758182, -2.401360, -2.959075)  0.302
H (-0.579612, -3.846330, -2.544265)  0.306

Atomic forces in eV per Å
Y -0.2 -1.4 -2.6
B 0.6 0.0 -0.1
H 2.0 -0.5 3.5
H -5.0 2.3 1.6
H 2.5 3.4 -2.7
H -1.1 -2.9 -2.6
O -0.5 -0.6 -0.6
C 1.6 1.2 3.5
C 1.0 -2.1 0.5
O -0.3 1.4 0.7
H 0.1 -0.3 -0.3
H -0.2 -0.3 -0.4
H 0.2 0.6 -0.5
H -0.5 0.3 0.4
C -0.4 1.7 0.6
C 1.2 -0.4 0.4
C 1.4 -2.0 -0.6
O 0.2 0.3 0.0
C 0.1 0.2 0.4
N -0.8 0.4 -0.2
H 0.2 -0.2 -0.4
H 0.0 0.1 -0.1
H -0.3 0.0 0.1
H 0.1 -0.1 0.2
H 0.0 0.3 0.3
H -0.7 0.4 -0.8
H -0.5 -0.1 0.0
H 0.4 -0.3 0.2
H -0.6 0.0 -0.5
H 0.0 -0.6 -0.2
H -0.3 0.1 0.5
C -0.1 0.9 1.3
C -1.7 -0.4 0.4
C 1.1 -1.5 -2.4
O 1.8 -0.3 1.5
C -1.6 -0.2 -1.7
N 0.6 -0.6 0.4
H 0.1 -0.4 -0.6
H 0.0 0.1 0.1
H 0.0 0.1 0.0
H -1.0 0.3 -0.4
H -0.4 1.2 0.3
H 0.2 -0.3 -0.6
H 0.7 -0.2 0.2
H -0.2 0.2 0.0
H -0.6 1.0 1.3
H 0.4 0.0 0.3
H 0.7 -0.2 -0.1
O -0.2 -0.2 -0.1
H 0.0 0.3 -0.1
H 0.2 -0.1 0.1
O -0.2 -0.9 -0.4
H 0.0 -0.1 0.4
H 0.0 0.3 -0.4
O 0.1 0.0 0.3
H 0.0 0.2 -0.1
H -0.2 -0.3 -0.1
O -0.1 -0.2 0.0
H 0.3 0.0 0.0
H -0.3 0.2 -0.1
O -0.2 -0.2 0.0
H 0.1 0.3 0.2
H 0.1 0.0 -0.2
O 0.2 -0.2 -0.2
H -0.2 -0.1 0.1
H 0.1 0.3 0.2
O -0.1 0.0 0.3
H -0.1 0.1 -0.2
H 0.3 -0.3 -0.2
O -0.2 0.0 -0.1
H 0.1 0.3 -0.1
H 0.1 -0.2 0.1

Output
Total energy in hartree: -1483.5963
LUMO level in eV: -4.1
F_max in eV/Å: 5.7
HOMO in eV: -8.499
Molecular weight in u: 486.2
Spin multiplicity: 1

---

3.
The following is a DFT calculation (ωB97M-V with the def2-TZVPD basis set) of 8 unconnected molecules or ions with the total composition C32H56O20S4 in a non-equilibrium geometry.

Each line ends with the Mulliken charge.
Geometry (Å):
C (27.935000, 7.374000, 31.736000)  -1.086
C (28.319000, 5.930000, 31.942000)  0.437
C (29.433000, 5.655000, 32.921000)  -0.430
O (28.762000, 5.029000, 34.022000)  0.241
C (27.516000, 4.899000, 33.729000)  0.230
O (26.663000, 4.502000, 34.520000)  -0.655
O (27.264000, 5.276000, 32.493000)  -0.346
H (27.339000, 7.391000, 30.685000)  0.317
H (28.855000, 7.965000, 31.711000)  0.368
H (27.092000, 7.832000, 32.360000)  0.093
H (28.571000, 5.334000, 30.860000)  0.254
H (29.840000, 6.639000, 33.282000)  0.177
H (30.230000, 4.900000, 32.449000)  0.290
C (34.344000, 10.869000, 36.657000)  -0.934
C (35.575000, 10.588000, 37.451000)  0.520
C (36.552000, 9.390000, 37.096000)  -0.107
O (37.837000, 9.905000, 37.025000)  -0.343
C (37.760000, 11.248000, 37.251000)  0.553
O (38.740000, 12.039000, 37.257000)  -0.610
O (36.508000, 11.655000, 37.456000)  -0.362
H (33.665000, 9.944000, 36.961000)  0.113
H (34.330000, 10.915000, 35.611000)  0.451
H (34.005000, 11.725000, 37.292000)  0.179
H (35.295000, 10.319000, 38.497000)  0.167
H (36.188000, 9.064000, 36.176000)  0.232
H (36.433000, 8.465000, 37.822000)  0.144
C (25.938000, 3.920000, 37.890000)  -0.755
C (25.452000, 5.036000, 38.846000)  0.170
C (25.424000, 4.666000, 40.342000)  -0.547
O (26.388000, 5.659000, 40.773000)  -0.415
C (26.926000, 6.418000, 39.783000)  0.626
O (27.838000, 7.258000, 39.967000)  -0.485
O (26.349000, 6.091000, 38.671000)  -0.137
H (26.150000, 4.168000, 36.758000)  0.111
H (25.206000, 3.072000, 37.975000)  0.449
H (27.038000, 3.587000, 38.207000)  0.136
H (24.497000, 5.564000, 38.470000)  0.316
H (25.794000, 3.715000, 40.454000)  0.360
H (24.461000, 4.837000, 40.725000)  0.343
C (31.410000, 6.918000, 36.625000)  -1.888
C (30.518000, 6.252000, 37.716000)  1.076
C (29.493000, 5.090000, 37.155000)  1.665
O (29.963000, 3.963000, 38.038000)  -0.365
C (30.915000, 4.243000, 38.833000)  0.623
O (31.366000, 3.469000, 39.639000)  -0.636
O (31.261000, 5.614000, 38.674000)  -0.359
H (31.913000, 7.617000, 37.156000)  0.787
H (30.741000, 7.716000, 36.165000)  0.051
H (31.739000, 6.268000, 35.998000)  0.542
H (29.925000, 7.242000, 38.100000)  -0.370
H (29.802000, 4.895000, 36.009000)  -0.320
H (28.400000, 5.198000, 37.649000)  -0.834
O (30.748000, 2.477000, 35.705000)  -0.418
S (30.493000, 1.109000, 35.467000)  1.203
O (31.370000, 0.293000, 34.620000)  -0.831
C (30.323000, 0.369000, 37.001000)  -0.679
C (29.061000, -0.572000, 36.931000)  -0.760
C (28.114000, 0.354000, 36.033000)  -0.533
C (28.896000, 0.842000, 34.748000)  -0.506
H (29.983000, 1.034000, 37.537000)  0.390
H (31.176000, -0.339000, 37.340000)  0.390
H (29.237000, -1.446000, 36.404000)  0.443
H (28.666000, -0.655000, 38.050000)  0.308
H (27.624000, 1.105000, 36.655000)  0.040
H (27.323000, -0.302000, 35.677000)  0.474
H (28.340000, 1.665000, 34.499000)  0.091
H (28.874000, 0.001000, 33.952000)  0.365
O (35.016000, 6.850000, 36.075000)  -0.570
S (35.396000, 5.400000, 35.985000)  1.128
O (36.783000, 5.027000, 35.836000)  -0.749
C (34.808000, 4.489000, 37.377000)  -0.901
C (33.695000, 3.609000, 36.740000)  0.856
C (34.006000, 3.452000, 35.259000)  -0.656
C (34.440000, 4.797000, 34.667000)  -1.615
H (34.320000, 4.922000, 38.281000)  0.361
H (35.654000, 3.910000, 37.545000)  0.584
H (33.746000, 2.623000, 37.382000)  0.442
H (32.744000, 3.968000, 36.878000)  -1.099
H (32.963000, 3.166000, 34.854000)  0.027
H (34.503000, 2.602000, 35.098000)  0.643
H (33.580000, 5.355000, 34.412000)  0.381
H (34.862000, 4.543000, 33.958000)  1.156
O (27.161000, 10.315000, 33.642000)  -0.705
S (27.384000, 9.645000, 34.818000)  1.041
O (28.671000, 9.130000, 35.158000)  -0.530
C (27.032000, 10.603000, 36.266000)  -0.702
C (26.394000, 9.758000, 37.244000)  0.720
C (25.330000, 9.029000, 36.411000)  -1.321
C (26.004000, 8.603000, 34.999000)  -0.606
H (26.231000, 11.338000, 35.894000)  0.319
H (27.978000, 10.963000, 36.641000)  0.048
H (27.002000, 8.920000, 37.709000)  -0.467
H (26.005000, 10.575000, 38.054000)  0.368
H (24.597000, 9.735000, 36.115000)  0.438
H (24.698000, 8.234000, 36.814000)  0.410
H (25.512000, 8.461000, 34.173000)  0.972
H (26.530000, 7.758000, 35.088000)  -0.031
O (27.618000, 12.410000, 39.580000)  -0.671
S (28.916000, 12.051000, 40.047000)  1.145
O (29.442000, 12.462000, 41.340000)  -0.714
C (29.203000, 10.350000, 39.893000)  -0.482
C (30.549000, 10.253000, 39.125000)  -0.574
C (31.271000, 11.638000, 39.125000)  -0.521
C (30.134000, 12.694000, 38.987000)  -1.001
H (28.397000, 9.955000, 39.287000)  -0.234
H (29.552000, 10.095000, 40.767000)  0.828
H (31.100000, 9.410000, 39.345000)  0.974
H (30.271000, 10.323000, 38.051000)  -0.029
H (32.205000, 11.776000, 38.513000)  -0.227
H (31.835000, 11.823000, 40.025000)  0.475
H (29.801000, 12.684000, 38.037000)  0.451
H (30.300000, 13.688000, 39.128000)  0.622

Atomic forces in eV per Å
C -2.2 0.7 -2.9
C 1.4 -0.8 -3.7
C 2.5 -0.3 -0.5
O 2.4 0.3 0.3
C -3.7 -1.2 2.2
O 1.4 0.5 -1.5
O -2.8 -1.4 0.2
H 1.8 0.3 2.1
H -0.5 0.4 -0.2
H 1.7 -0.9 0.0
H -0.6 2.0 2.8
H 0.2 -1.2 -0.3
H -1.5 1.9 1.4
C -1.7 -2.0 3.9
C 2.3 -2.5 1.3
C -2.6 -1.6 1.7
O 0.5 1.5 0.4
C 4.0 2.7 -0.1
O -3.7 -3.3 -0.1
O -0.1 0.8 0.1
H 1.0 1.9 -0.7
H 0.4 0.6 -1.4
H -0.6 -0.2 -1.5
H -0.2 1.0 -0.5
H 0.1 -1.0 -1.9
H 0.6 2.1 -1.3
C 1.6 -0.9 -0.7
C -2.2 -0.4 -3.1
C 1.4 3.5 -2.8
O 0.4 0.1 1.7
C 2.8 1.9 2.6
O -3.2 -2.8 -0.9
O 1.2 1.3 -1.2
H -1.1 0.0 2.2
H 0.9 0.5 -0.2
H -2.4 0.4 -0.1
H 0.8 -1.6 0.7
H 0.9 -2.2 0.8
H -1.0 0.2 1.0
C -6.6 3.1 3.2
C -3.0 2.4 -2.0
C 1.1 0.6 1.8
O -2.4 -0.4 -3.0
C 1.3 1.5 1.7
O 0.3 1.3 -0.7
O 1.0 -2.0 1.7
H 3.3 1.3 1.4
H 0.2 -1.5 -0.4
H 3.1 -3.6 -4.0
H 1.0 -2.8 0.0
H -1.6 0.0 2.9
H 2.3 0.2 -2.5
O 0.4 2.2 0.0
S 1.6 -2.7 -3.5
O -0.2 1.0 1.0
C 2.5 -10.0 -3.5
C -1.1 4.1 1.5
C -0.3 -2.5 0.2
C -0.7 -3.5 2.0
H -2.2 7.0 6.3
H -0.9 2.2 -0.6
H 0.4 -2.0 -0.5
H 0.7 -0.3 -2.6
H 0.4 0.4 -0.3
H -0.4 0.2 0.0
H -0.6 2.5 -1.3
H 0.5 1.6 1.4
O 0.9 -2.4 0.1
S 0.4 5.6 0.4
O -0.3 0.0 -0.3
C -3.1 -0.1 -0.4
C 3.2 -2.8 1.7
C -6.1 1.3 0.6
C -7.1 0.7 11.9
H 1.1 0.6 -0.8
H 1.4 -1.1 1.0
H -0.3 1.5 -1.6
H -2.1 1.3 0.4
H 1.5 0.5 0.1
H 3.0 -2.7 -1.0
H -0.6 1.1 0.2
H 8.2 -3.3 -12.4
O -0.1 3.0 -5.1
S -0.3 0.2 4.8
O 1.1 -1.8 -0.5
C 0.0 2.1 -2.0
C -1.8 -1.1 3.0
C -0.5 -0.4 -1.8
C 1.6 1.7 6.2
H 1.6 -0.3 0.8
H 0.1 0.9 -0.3
H -0.1 1.4 -0.2
H 0.5 -2.6 -1.4
H -0.8 1.1 -0.3
H 0.8 -0.2 0.4
H -3.4 0.2 -4.4
H 1.5 -4.2 1.1
O -1.2 0.1 -0.1
S 1.4 1.9 1.6
O -1.0 -0.4 -0.1
C 0.5 1.5 -5.1
C -1.4 3.7 -3.3
C 1.5 0.8 1.3
C 1.8 -3.4 0.6
H -0.1 -0.8 0.9
H 0.0 -2.3 5.2
H 1.2 -1.7 0.5
H 0.1 -1.3 0.2
H -1.6 -0.5 -0.8
H -0.5 0.0 1.3
H -1.4 -0.5 -3.6
H 0.9 2.6 1.4

Output
Total energy in hartree: -4349.9873
Relative energy (zero: lowest compared OMol25 entry of this formula, charge and spin) in eV: 1.585
LUMO level in eV: -0.1
F_max in eV/Å: 15.2
HOMO in eV: -10.263
Molecular weight in u: 889.0
Spin multiplicity: 1